{
  "formula": "C16H27IN3O4Os",
  "method": "wB97M-V/def2-TZVPD",
  "total_energy_ev": -40228.448,
  "gap_ev": [6.719, 4.961],
  "total_charge": 3,
  "multiplicity": 5,
  "species": ["Os", "C", "O", "C", "O", "N", "N", "H", "H", "H", "H", "H", "H", "C", "C", "C", "C", "C", "C", "C", "C", "C", "C", "C", "C", "O", "H", "H", "H", "H", "H", "H", "H", "H", "H", "H", "H", "H", "H", "H", "H", "H", "H", "N", "C", "O", "C", "I", "H", "H", "H", "H"],
  "xyz": [[-0.468, -0.549, 0.834], [4.145, -1.824, 1.187], [3.313, -1.476, 2.332], [2.082, -1.159, 2.180], [1.483, -1.206, 1.066], [1.468, -0.796, 3.314], [0.134, -0.383, 3.276], [5.043, -2.254, 1.613], [4.384, -0.922, 0.630], [3.644, -2.547, 0.548], [1.992, -0.802, 4.181], [0.045, 0.537, 3.703], [-0.445, -1.035, 3.802], [-1.935, 2.884, 0.789], [-2.418, 2.010, -0.380], [-2.837, 0.607, 0.064], [-1.436, 1.974, -1.534], [-1.795, 2.433, -2.769], [-0.885, 2.444, -3.855], [0.426, 2.020, -3.675], [0.872, 1.575, -2.450], [2.328, 1.212, -2.283], [2.461, -0.326, -2.297], [3.018, 1.857, -1.075], [-0.107, 1.457, -1.361], [0.236, 0.907, -0.214], [-2.728, 2.998, 1.528], [-1.671, 3.878, 0.433], [-1.061, 2.462, 1.285], [-3.328, 2.477, -0.763], [-2.122, 0.191, 0.857], [-2.955, -0.081, -0.771], [-3.771, 0.642, 0.627], [-2.804, 2.799, -2.923], [-1.205, 2.818, -4.819], [1.116, 2.069, -4.507], [2.832, 1.594, -3.171], [2.097, -0.756, -1.367], [3.513, -0.589, -2.407], [1.918, -0.764, -3.135], [2.625, 1.485, -0.133], [2.905, 2.941, -1.095], [4.086, 1.641, -1.104], [-1.756, -4.493, 1.914], [-2.093, -3.283, 1.566], [-1.237, -2.338, 1.596], [-3.500, -3.023, 1.112], [-5.033, -3.975, 2.308], [-0.806, -4.722, 2.177], [-2.440, -5.240, 1.937], [-3.631, -3.412, 0.102], [-3.700, -1.956, 1.125]]
}